{"formula": "C38H36NO3S", "method": "ωB97M-V/def2-TZVPD", "lumo_energy_ev": -4.875, "total_energy_ha": -2147.9591, "relative_energy_kj_mol": 0.0, "charge": 1, "homo_lumo_gap_ev": 5.061, "elements": ["C", "C", "C", "C", "C", "C", "C", "C", "C", "C", "C", "C", "C", "C", "C", "H", "H", "H", "H", "H", "H", "H", "H", "H", "H", "H", "H", "H", "H", "H", "C", "O", "C", "C", "C", "C", "N", "C", "C", "C", "C", "C", "C", "C", "S", "C", "C", "C", "C", "C", "C", "C", "O", "O", "C", "C", "C", "C", "H", "H", "H", "H", "H", "H", "H", "H", "H", "H", "H", "H", "H", "H", "H", "H", "H", "H", "H", "H", "H"], "positions_angstrom": [[3.78166, 1.03576, -4.54771], [2.60007, 0.49248, -3.80498], [2.66864, -0.77314, -3.20873], [1.60774, -1.26848, -2.47573], [0.37863, -0.55527, -2.38384], [-0.71226, -1.15364, -1.69879], [-2.07103, -1.06083, -2.06148], [-3.06903, -1.69825, -1.26073], [-4.41170, -1.55487, -1.54474], [-4.83746, -0.74484, -2.60869], [-6.29478, -0.48948, -2.82369], [-3.87817, -0.20361, -3.47416], [-2.52640, -0.37955, -3.23564], [0.33471, 0.74489, -2.97040], [1.42293, 1.24086, -3.67314], [3.48106, 1.87184, -5.18597], [4.54918, 1.40248, -3.85258], [4.24746, 0.26210, -5.16901], [3.58072, -1.36313, -3.32015], [1.67190, -2.24083, -1.98334], [-0.46439, -1.83428, -0.88570], [-2.73653, -2.29350, -0.41040], [-5.15775, -2.05506, -0.92398], [-6.43179, 0.38081, -3.47076], [-6.79844, -1.34556, -3.29076], [-6.79186, -0.29649, -1.86716], [-4.21412, 0.37395, -4.33754], [-1.79736, 0.00969, -3.94716], [-0.56726, 1.35194, -2.85849], [1.37495, 2.22789, -4.14038], [-3.73757, -1.71415, 3.61611], [-2.67973, -1.78185, 2.63344], [-2.12912, -2.98294, 2.35407], [-0.90701, -2.93968, 1.60495], [-0.41660, -1.65835, 1.27986], [0.03680, -0.52170, 1.38895], [0.55435, 0.68561, 1.57312], [1.77913, 0.75626, 2.38908], [2.73264, -0.30659, 1.90542], [3.22040, -1.25581, 2.80725], [4.03796, -2.29447, 2.34866], [4.39229, -2.36314, 0.99811], [3.92307, -1.39209, 0.10423], [3.08785, -0.36518, 0.55554], [-0.74898, 1.95116, 1.88843], [0.20295, 3.41015, 1.52800], [0.52004, 4.29593, 2.56510], [1.31640, 5.40390, 2.28652], [1.76997, 5.65642, 0.99101], [2.64022, 6.85172, 0.72398], [1.41558, 4.77493, -0.03596], [0.61416, 3.66498, 0.21578], [-1.69217, 1.63324, 0.85281], [-1.08108, 1.87838, 3.28735], [-0.26802, -4.14214, 1.27700], [-0.76774, -5.34560, 1.76701], [-1.95202, -5.37745, 2.51074], [-2.66646, -4.20967, 2.77776], [-3.88965, -0.64697, 3.78543], [-4.65753, -2.17462, 3.22798], [-3.44454, -2.21178, 4.55116], [2.19283, 1.76910, 2.29135], [1.52228, 0.58491, 3.44528], [2.91501, -1.18440, 3.85614], [4.40211, -3.03984, 3.05687], [5.02578, -3.17508, 0.63716], [4.21213, -1.42520, -0.94563], [2.67006, 0.37307, -0.13363], [0.16123, 4.10345, 3.57436], [1.59841, 6.08373, 3.09313], [2.91937, 6.89689, -0.33060], [2.12722, 7.78448, 0.98477], [3.55577, 6.80928, 1.32467], [1.77737, 4.96633, -1.04794], [0.31848, 2.99741, -0.59236], [0.63443, -4.08601, 0.66384], [-0.22858, -6.26962, 1.56641], [-2.33620, -6.32471, 2.88933], [-3.61262, -4.22617, 3.32377]], "mulliken_charge": [-1.48, 1.21, -0.73, -0.63, 0.92, -0.72, 0.67, -0.23, -0.84, 1.11, -1.42, -1.06, -0.55, -0.63, -1.17, 0.40, 0.30, 0.38, 0.47, 0.30, 0.61, 0.23, 0.45, 0.39, 0.31, 0.38, 0.38, 0.67, 0.71, 0.36, -1.02, -0.16, 0.60, 0.27, 0.13, -0.58, 0.53, -0.64, 0.26, -0.55, -0.61, -0.67, -0.48, 0.04, 1.35, -0.28, -0.33, -0.65, 1.01, -1.46, -0.85, -0.17, -0.63, -0.69, -0.15, -0.89, -0.61, -0.72, 0.22, 0.36, 0.42, 0.39, 0.28, 0.37, 0.40, 0.42, 0.46, 0.41, 0.48, 0.40, 0.34, 0.35, 0.34, 0.31, 0.45, 0.51, 0.40, 0.39, 0.43]}